(1)
77
Properties=species:S:1:pos:R:3:forces:R:3 method="wB97M-V/def2-TZVPD" lumo_ev=-3.661 gap_ha=0.293 relative_energy_kcal_mol=50.7 e_tot_ha=-2441.2752 charge=+1
Ta 0.2141 -0.9465 -0.2624 0.25 1.17 0.35
C 1.6471 2.3546 2.7529 -0.08 0.02 0.02
C 1.6306 0.8271 2.8363 0.03 0.01 -0.06
N 0.4829 0.1268 2.1689 -0.25 -0.08 -0.08
C -0.8284 0.6901 2.5115 -0.14 0.00 -0.04
C -1.2853 1.5563 1.3617 0.15 -0.08 -0.06
N -1.3981 0.7016 0.1447 -0.43 0.12 -0.15
C -1.9856 1.5176 -0.9723 0.07 -0.10 0.21
C -0.9880 2.4186 -1.6578 0.09 0.08 -0.02
C -0.1228 1.6472 -2.6372 -0.08 -0.07 0.06
N 0.8856 0.7638 -1.9846 -0.06 -0.05 -0.13
C 2.2070 1.4877 -1.9221 -0.05 0.03 -0.01
C 2.2276 2.6597 -0.9616 0.03 -0.02 -0.02
N 1.7213 2.2264 0.3278 -0.05 0.00 0.02
C 2.2594 2.9280 1.4837 0.04 0.01 0.00
H 2.2140 2.7196 3.6099 0.04 -0.02 0.01
H 0.6363 2.7424 2.8940 0.04 0.03 0.01
H 1.5974 0.5541 3.8939 -0.02 -0.04 0.00
H 2.5505 0.3987 2.4309 0.00 0.01 -0.02
H 0.5271 -0.8177 2.5342 0.03 -0.01 0.10
H -0.8219 1.2489 3.4485 0.05 0.05 0.02
H -1.5406 -0.1287 2.6496 0.02 -0.05 0.01
H -0.5490 2.3240 1.1452 -0.01 0.04 0.00
H -2.2565 2.0148 1.5572 -0.02 0.00 0.05
H -2.1338 0.0316 0.3700 -0.03 -0.06 0.00
H -2.8135 2.0872 -0.5468 0.00 0.07 -0.01
H -2.4150 0.8344 -1.6957 -0.06 -0.12 -0.08
H -0.3775 2.9478 -0.9263 -0.02 0.00 -0.03
H -1.5483 3.1712 -2.2163 0.01 -0.01 -0.02
H 0.4006 2.3262 -3.3112 0.02 0.07 0.02
H -0.7654 1.0276 -3.2653 0.00 -0.04 0.01
H 1.0754 0.0259 -2.6603 0.02 -0.02 -0.02
H 2.4311 1.8375 -2.9323 -0.01 -0.01 -0.01
H 2.9687 0.7647 -1.6574 0.00 -0.05 0.04
H 1.6387 3.5019 -1.3376 0.00 0.01 0.00
H 3.2674 3.0084 -0.9152 0.02 0.00 0.03
H 1.9990 1.2604 0.4370 0.06 -0.04 0.01
H 2.0391 3.9944 1.4130 -0.03 0.03 -0.02
H 3.3537 2.8322 1.5263 0.02 0.02 0.01
C -1.1525 -3.0835 2.6884 0.00 0.10 0.00
C -1.1710 -4.3000 1.7701 -0.02 -0.16 0.00
C 0.2021 -4.8498 1.3505 0.01 -0.02 0.08
C -2.0873 -4.2044 0.5630 0.04 0.18 -0.09
C -2.8867 -5.3243 0.3424 0.01 -0.01 0.02
C -3.7427 -5.4204 -0.7323 -0.05 -0.09 -0.01
C -3.8437 -4.3533 -1.5997 0.01 0.00 -0.03
C -3.0875 -3.1981 -1.4361 0.17 0.11 0.16
C -3.4354 -2.0541 -2.3678 -0.05 -0.02 -0.06
C -2.2895 -1.4719 -3.1866 -0.01 0.10 0.01
C -4.2806 -1.0180 -1.6186 0.02 0.10 -0.06
C -2.1740 -3.1475 -0.3636 0.00 -0.20 0.07
O -1.3545 -2.0140 -0.2156 -0.02 -0.04 -0.03
H -0.5018 -3.2766 3.5438 -0.02 0.00 -0.01
H -2.1562 -2.8723 3.0644 0.01 -0.02 -0.01
H -0.7887 -2.1895 2.1948 -0.03 0.00 -0.01
H -1.6267 -5.0809 2.3833 0.03 -0.01 0.02
H 0.5896 -4.3613 0.4626 0.02 0.02 -0.06
H 0.1161 -5.9145 1.1292 -0.01 0.03 -0.01
H 0.9373 -4.7252 2.1481 -0.04 -0.03 -0.01
H -2.8198 -6.1448 1.0471 0.01 0.02 -0.02
H -4.3402 -6.3104 -0.8837 0.02 0.03 0.01
H -4.5406 -4.4004 -2.4280 0.02 0.01 0.02
H -4.1032 -2.4981 -3.1089 -0.01 0.03 -0.01
H -1.5530 -0.9503 -2.5766 0.08 0.03 0.09
H -2.6754 -0.7442 -3.9059 0.00 -0.04 0.00
H -1.7620 -2.2492 -3.7405 -0.02 0.00 0.03
H -3.7882 -0.6576 -0.7129 0.05 -0.01 0.01
H -5.2221 -1.4649 -1.2995 0.01 0.00 0.00
H -4.5120 -0.1574 -2.2527 -0.01 -0.05 0.03
O 2.1917 -0.5976 -0.1352 0.06 0.40 -0.34
N 2.4975 -1.6781 0.6470 -0.47 -0.30 0.62
O 1.1533 -2.1523 0.9094 0.31 -0.34 0.02
O 3.2052 -3.9171 -2.1961 0.09 -0.02 -0.11
S 2.8734 -2.5959 -1.8062 -0.31 -0.23 -0.09
O 3.0458 -2.6724 -0.1812 0.35 -0.21 -0.07
O 3.5783 -1.4659 -2.3066 -0.05 0.08 -0.04
S 0.8237 -2.3944 -2.1256 0.17 -0.34 -0.28

---

(2)
82
Properties=species:S:1:pos:R:3:forces:R:3 method="wB97M-V/def2-TZVPD" lumo_ev=0.292 gap_ha=0.319 relative_energy_kcal_mol=0.0 e_tot_ha=-17701.8471
C -13.7067 0.6098 -13.7322 0.70 0.22 -0.37
C -15.1519 0.8802 -13.9924 -0.84 1.16 0.60
O -15.5160 0.6409 -15.3374 -0.03 -0.39 -1.07
P -16.3495 1.6659 -16.2112 -0.37 -0.44 0.79
O -17.6593 2.0777 -15.6583 0.40 -0.30 -0.40
O -15.3196 2.8694 -16.3351 -0.67 0.83 -0.50
C -15.9393 4.1899 -16.6591 0.53 -0.49 0.08
C -16.4771 4.9031 -15.4493 -0.57 1.46 0.07
O -16.4028 0.8979 -17.6002 -0.21 0.37 -0.01
C -17.5127 0.0465 -18.0098 0.47 -0.39 -1.24
C -17.5764 -1.2368 -17.2315 0.27 -0.76 -0.47
H -13.4388 -0.3472 -14.1826 -0.11 -0.20 0.26
H -13.0303 1.3317 -14.2299 -0.39 -0.07 0.56
H -13.5696 0.5621 -12.6382 0.26 0.13 -0.51
H -15.7400 0.2416 -13.3628 -0.44 -0.63 0.22
H -15.5080 1.8917 -13.7221 0.60 -0.15 0.00
H -15.1776 4.7925 -17.1440 0.31 -0.30 -0.03
H -16.7220 3.9949 -17.3810 -0.24 0.11 -0.16
H -17.4053 4.4702 -15.1393 -0.34 -0.28 0.14
H -15.8448 4.8748 -14.5685 0.53 0.01 -0.13
H -16.7122 5.9981 -15.6748 0.50 -1.38 0.09
H -18.4321 0.5916 -18.0464 -0.51 0.59 0.45
H -17.3306 -0.2396 -19.0671 0.41 0.55 0.58
H -18.2141 -1.1945 -16.3655 -0.13 0.09 0.43
H -17.9198 -2.0768 -17.8883 0.24 0.72 0.56
H -16.5441 -1.4301 -16.9337 -0.15 -0.38 0.17
C -24.9489 0.8690 -11.4752 -1.19 0.02 -0.90
C -23.4821 1.0336 -11.5450 -0.66 2.07 -0.20
O -23.2618 2.3943 -11.9980 -0.02 0.54 0.26
P -21.8839 3.0393 -12.3589 1.45 0.60 1.43
O -20.6439 2.4827 -11.7192 -1.50 0.25 -0.37
O -21.8312 3.0186 -13.9290 -1.17 0.24 0.66
C -20.5785 2.9360 -14.5522 2.13 0.62 0.82
C -20.0999 4.2152 -15.1523 -2.00 0.11 0.52
O -22.1160 4.5853 -11.9856 -0.26 -0.72 -0.25
C -22.7860 5.0132 -10.7577 0.35 0.59 -1.88
C -23.1769 6.4691 -10.9682 0.20 -0.65 -0.14
H -25.1792 -0.1837 -11.3097 -0.19 -0.02 -0.28
H -25.4857 1.4347 -10.6834 0.83 -0.12 -0.41
H -25.2958 1.2392 -12.4650 -0.42 -0.60 0.63
H -23.0579 0.9058 -10.6211 1.28 -0.07 2.48
H -22.9379 0.4598 -12.2111 0.45 -1.80 -1.52
H -19.8097 2.7100 -13.8164 -0.17 -0.75 0.05
H -20.6264 2.1937 -15.2817 -0.10 -1.43 -1.08
H -19.1076 4.0436 -15.4466 1.01 -0.10 -0.93
H -20.8071 4.4670 -15.9320 0.30 0.59 -0.48
H -20.1109 4.9525 -14.3662 -0.01 0.63 0.13
H -23.6395 4.3875 -10.6082 -0.47 -0.47 0.28
H -22.0598 4.9250 -9.9686 0.08 -0.06 0.52
H -22.2800 7.0265 -11.1719 0.50 0.52 0.62
H -23.7560 6.6931 -11.8619 -0.51 -0.65 0.08
H -23.7188 6.7536 -10.0742 0.06 0.64 0.09
N -17.9961 2.0326 -10.3060 -1.13 1.36 -0.77
C -17.9461 1.5126 -9.0650 -0.70 -0.52 -0.55
C -16.6586 1.2389 -8.7826 0.24 -1.02 1.00
C -15.9020 1.6813 -9.8659 1.42 0.68 -0.23
C -16.7211 2.2555 -10.7990 -1.31 -0.33 0.39
H -18.9051 2.2923 -10.7033 0.50 0.15 -0.40
H -18.8432 1.3796 -8.5176 -0.57 -0.39 0.36
H -16.3801 0.6251 -7.9447 0.47 0.29 0.21
H -14.8358 1.6784 -9.8632 0.49 -0.03 -0.29
H -16.5968 2.8847 -11.6703 0.23 -0.44 0.00
N -22.2334 2.8619 -7.9685 1.41 -0.44 0.33
C -21.8863 1.5558 -7.5612 0.94 1.92 -0.41
C -23.0263 0.8506 -7.3964 -0.08 -0.74 0.56
C -24.1024 1.7025 -7.6725 -1.20 1.85 -0.64
C -23.5846 2.9728 -7.9930 -1.06 -1.21 -0.02
H -21.5400 3.5649 -8.2777 -0.84 -0.71 0.54
H -20.8556 1.3359 -7.2906 -0.36 -0.04 -0.34
H -23.0501 -0.1410 -6.9687 -0.16 -0.03 -0.27
H -25.1828 1.4964 -7.7102 0.77 -0.06 0.32
H -24.1441 3.8989 -8.1843 0.62 -0.58 -0.10
C -17.3011 -1.8466 -10.8609 -0.69 -0.35 0.51
Br -17.9139 -2.8547 -9.3100 0.08 0.48 0.28
Br -17.9319 -2.8471 -12.3545 -0.15 0.17 -0.79
Br -15.4349 -1.6800 -10.8723 1.01 0.02 -0.02
H -17.7129 -0.8394 -10.8428 -0.18 -0.25 0.02
C -17.9774 4.6223 -8.2167 0.39 -1.05 -1.30
Br -16.4229 5.7112 -8.1854 0.59 0.13 -0.01
Br -19.2229 5.3106 -9.4734 -0.93 0.59 -0.60
Br -18.7268 4.4911 -6.4880 -0.25 -0.44 0.41
H -17.7720 3.6447 -8.7391 0.27 0.94 1.52